Record 1
C5H14N2O | ωB97M-V with the def2-TZVPD basis set

Calculated values
Frontier orbital gap: 9.207 eV
E_tot: -383.5435 Ha
Relative energy (zero: lowest compared OMol25 entry of this formula, charge and spin): 412.7 kJ/mol

Each line ends with the Löwdin charge.
Positions of all 22 atoms, in Å:
C1 1.33396 1.71841 0.55470  -0.08
C2 0.00413 1.02054 0.36804  -0.32
C3 -0.90241 1.68626 -0.64639  -0.07
N1 0.28513 -0.67351 0.30042  -0.40
C4 0.86581 -0.66547 -1.17678  0.02
O1 1.08037 -1.01738 1.25688  -0.17
C5 -1.06751 -1.31668 0.40450  -0.23
N2 -0.81040 -2.73449 0.36724  0.03
H1 1.19391 2.63517 1.12753  0.09
H2 2.00133 1.05902 1.11078  0.08
H3 1.79630 1.97670 -0.39608  0.07
H4 -0.50168 0.97375 1.33531  0.12
H5 -1.90561 1.26864 -0.63991  0.07
H6 -0.99536 2.74079 -0.39466  0.09
H7 -0.50137 1.63942 -1.65506  0.07
H8 1.29754 -1.66377 -1.21683  0.09
H9 1.60725 0.11051 -1.37185  0.08
H10 0.06337 -0.62874 -1.90915  0.08
H11 -1.51000 -0.94925 1.34366  0.13
H12 -1.67848 -1.02953 -0.45570  0.11
H13 -1.62010 -3.25802 0.67745  0.07
H14 -0.03620 -2.89236 1.01591  0.07

=====

Record 2
C2H2FOP | ωB97M-V with the def2-TZVPD basis set

Calculated values
Frontier orbital gap: 9.516 eV
E_tot: -593.8124 Ha
Relative energy (zero: lowest compared OMol25 entry of this formula, charge and spin): 69.6 kJ/mol

Each line ends with the Löwdin charge.
Positions of all 7 atoms, in Å:
H1 1.07193 -1.04199 -0.44972  -0.11
P1 -0.24259 -1.46404 0.07150  0.84
C1 -0.93037 0.07774 -0.04391  -0.39
C2 -2.57348 0.21300 0.02465  -0.53
O1 -3.25533 1.18701 0.03832  0.13
F1 -3.14636 -0.97213 -0.07064  0.07
H2 -0.30192 0.86006 -0.32761  0.00

=====

Record 3
C3H3N3O | ωB97M-V with the def2-TZVPD basis set

Calculated values
Frontier orbital gap: 10.214 eV
E_tot: -355.6020 Ha
Relative energy (zero: lowest compared OMol25 entry of this formula, charge and spin): 99.6 kJ/mol

Each line ends with the Löwdin charge.
Positions of all 10 atoms, in Å:
N1 2.17594 -0.12757 0.46167  0.17
C1 1.04512 -0.53087 0.26859  -0.19
C2 -0.15392 -1.05387 0.05702  -0.08
C3 -1.46335 -0.40608 0.28468  -0.34
O1 -1.73068 0.42979 1.11759  0.01
H1 2.66249 0.37183 -0.28194  0.09
H2 -0.16503 -2.02524 -0.42597  0.10
H3 -2.23484 -0.74830 -0.43406  0.12
N2 0.36232 2.36517 -0.25203  0.07
N3 -0.43550 1.95184 -0.88953  0.06

=====

Record 4
C2HFO | ωB97M-V with the def2-TZVPD basis set

Calculated values
Frontier orbital gap (spin up / spin down): 6.325 / 6.818 eV
E_tot: -251.7655 Ha
Total charge: -1
Relative energy (zero: lowest compared OMol25 entry of this formula, charge and spin): 162.7 kJ/mol
2S+1: 2

Each line ends with the Löwdin spin population.
Positions of all 5 atoms, in Å:
C1 1.10139 -0.80647 -0.23837  0.16
C2 -0.16784 -0.55312 0.02365  0.55
F1 1.85246 0.47584 -0.09822  0.10
O1 -1.02713 0.47214 -0.15579  0.18
H1 -1.75889 0.41162 0.46873  0.01

=====

Record 5
C19H20Cl2IrN3O7S | ωB97M-V with the def2-TZVPD basis set

Calculated values
Frontier orbital gap (spin up / spin down): 6.913 / 5.715 eV
E_tot: -2849.6218 Ha
Total charge: +1
Relative energy (zero: lowest compared OMol25 entry of this formula, charge and spin): 98.5 kJ/mol
2S+1: 2

Each line ends with the Löwdin spin population.
Positions of all 53 atoms, in Å:
Ir1 -0.11089 -0.86540 -0.33314  -0.07
O1 0.98315 -3.02240 1.77023  0.00
C1 1.20494 -3.08395 3.16511  0.01
C2 1.63700 -1.70128 3.59428  0.04
N1 0.60644 -0.67831 3.45294  0.46
C3 -0.74380 -1.00095 3.67200  0.07
C4 -1.42986 -1.84451 2.48106  0.06
O2 -2.03466 -2.82157 2.84068  0.05
O3 -1.37909 -1.34042 1.30876  0.03
C5 1.00180 0.65787 3.18847  0.05
C6 0.94455 1.07821 1.67279  0.04
O4 0.66569 2.23531 1.46895  0.03
O5 1.27842 0.17618 0.81036  0.00
H1 0.63422 -3.86915 1.46817  0.00
H2 2.01752 -3.77097 3.41879  0.00
H3 0.30819 -3.41250 3.69620  0.00
H4 2.50670 -1.36805 3.02861  0.01
H5 1.91420 -1.73869 4.65643  0.02
H6 -1.33411 -0.09282 3.77999  0.00
H7 -0.84139 -1.63522 4.55247  0.02
H8 2.03844 0.78997 3.50202  0.01
H9 0.36080 1.36493 3.70877  0.01
Cl1 1.71123 -2.62068 -0.83158  0.00
C7 1.30075 -3.05531 -2.47836  0.01
C8 1.75687 -4.25440 -2.97782  0.00
C9 1.42117 -4.58351 -4.28530  0.02
C10 0.66189 -3.72133 -5.05643  0.00
C11 0.22863 -2.51447 -4.52785  0.02
Cl2 -0.69830 -1.44753 -5.51527  0.00
C12 0.52955 -2.16342 -3.21178  0.00
S1 -0.09427 -0.67529 -2.51171  0.12
H10 2.35863 -4.91215 -2.36717  0.00
H11 1.75359 -5.52354 -4.70271  0.00
H12 0.39074 -3.97710 -6.07068  0.00
O6 2.00828 5.61099 -0.69175  0.00
C13 0.68621 5.83670 -1.12172  0.00
N2 -0.02387 4.62243 -0.78797  0.00
C14 -1.19048 4.30893 -1.38304  0.00
O7 -1.77974 5.03013 -2.16451  0.00
C15 -1.75726 2.96634 -1.00659  0.00
C16 -3.13015 2.78525 -0.93133  0.00
C17 -3.62104 1.53997 -0.57284  0.00
C18 -2.73919 0.50998 -0.31898  0.00
N3 -1.41347 0.68574 -0.42941  -0.01
C19 -0.93198 1.88326 -0.78715  0.00
H13 2.49703 6.43794 -0.73577  0.00
H14 0.61566 5.99316 -2.20080  0.00
H15 0.23956 6.69575 -0.61025  0.00
H16 0.38424 4.03249 -0.07538  0.00
H17 -3.78519 3.61543 -1.16104  0.00
H18 -4.68169 1.35458 -0.48608  0.00
H19 -3.06595 -0.47416 -0.01826  0.00
H20 0.14028 1.95756 -0.88443  0.00

=====

Record 6
C37H44CuN8OPSeTe | ωB97M-V with the def2-TZVPD basis set

Calculated values
Frontier orbital gap (spin up / spin down): 5.956 / 5.957 eV
E_tot: -6600.9518 Ha
Total charge: -1
Relative energy (zero: lowest compared OMol25 entry of this formula, charge and spin): 0.0 kJ/mol
2S+1: 2

Each line ends with the Löwdin spin population.
Positions of all 94 atoms, in Å:
Cu1 1.06939 -0.87840 0.38991  0.09
C1 1.42337 -6.26750 1.34499  0.00
N1 1.90364 -4.93763 1.04414  0.00
C2 3.12153 -4.65063 0.49439  0.00
C3 3.18143 -3.29321 0.36230  0.00
N2 2.01905 -2.74994 0.80695  0.00
C4 1.25185 -3.74916 1.21728  0.00
P1 -0.32008 -3.65170 2.13683  0.00
C5 -0.08232 -2.03904 2.93732  0.00
N3 0.32991 -0.91524 2.37709  0.00
C6 0.41282 0.01003 3.37215  0.00
C7 0.02795 -0.55474 4.55107  0.00
N4 -0.28137 -1.85639 4.26739  0.00
C8 -0.78045 -2.83504 5.20566  0.00
C9 -1.60069 -3.12245 0.96267  0.00
N5 -2.56399 -2.33191 1.38691  0.00
C10 -3.47139 -2.30438 0.36465  0.00
C11 -3.04820 -3.09599 -0.66289  0.00
N6 -1.86740 -3.64721 -0.25588  0.00
C12 -1.01988 -4.51337 -1.04417  0.00
H1 2.25207 -6.87257 1.71112  0.00
H2 1.00391 -6.74222 0.45470  0.00
H3 0.65393 -6.21249 2.11297  0.00
H4 3.82364 -5.42478 0.24771  0.00
H5 3.96486 -2.66871 -0.01170  0.00
H6 0.72887 1.01577 3.16670  0.00
H7 -0.06607 -0.15680 5.54364  0.00
H8 -0.94057 -2.34337 6.16264  0.00
H9 -0.06399 -3.64691 5.33682  0.00
H10 -1.72786 -3.24428 4.85397  0.00
H11 -4.36690 -1.71483 0.41968  0.00
H12 -3.43059 -3.26431 -1.65038  0.00
H13 -1.63239 -5.01413 -1.79155  0.00
H14 -0.57360 -5.27596 -0.39716  0.00
H15 -0.25725 -3.94236 -1.55585  0.00
C13 1.68502 -1.92232 -2.63979  0.04
C14 0.26311 -1.52047 -2.23320  0.07
O1 -0.71498 -2.05777 -2.76654  0.02
N7 0.24107 -0.55780 -1.33668  0.67
Te1 -1.62217 1.15293 -1.60138  0.04
C15 -3.14747 2.69488 -1.47293  0.03
C16 -4.40252 2.43625 -0.91667  0.00
C17 -4.75074 1.13307 -0.24969  0.00
C18 -5.40053 3.41232 -0.94433  0.00
C19 -5.19035 4.65525 -1.50766  0.00
C20 -6.26798 5.70416 -1.52579  0.00
C21 -3.94062 4.90969 -2.06031  0.00
C22 -2.93190 3.95784 -2.05763  0.00
C23 -1.62347 4.30920 -2.70633  0.00
C24 -0.26994 2.26577 -0.40129  -0.01
C25 0.99338 2.60540 -0.88395  0.00
C26 1.51034 2.19841 -2.23078  0.00
C27 1.86047 3.33371 -0.06896  0.00
C28 1.49944 3.74515 1.20105  0.00
C29 2.45946 4.49942 2.07833  0.00
C30 0.23142 3.40678 1.65777  0.00
C31 -0.64877 2.65460 0.89035  0.00
C32 -1.98022 2.27376 1.47579  0.00
H16 1.72143 -2.03225 -3.72359  0.00
H17 1.94164 -2.88129 -2.18987  0.00
H18 2.42392 -1.20179 -2.29534  0.00
H19 -3.94796 0.40976 -0.36209  0.00
H20 -5.66660 0.71544 -0.66931  0.00
H21 -4.91691 1.28482 0.81951  0.00
H22 -6.36697 3.18343 -0.50700  0.00
H23 -7.19450 5.32264 -1.09793  0.00
H24 -6.47852 6.03708 -2.54340  0.00
H25 -5.97021 6.58324 -0.95159  0.00
H26 -3.74828 5.87692 -2.51190  0.00
H27 -1.61876 5.35203 -3.02471  0.00
H28 -1.44414 3.67607 -3.57868  0.00
H29 -0.78847 4.15474 -2.02654  0.00
H30 0.71157 1.87012 -2.89834  0.00
H31 2.22220 1.38314 -2.09804  0.00
H32 2.04914 3.02989 -2.68828  0.00
H33 2.85287 3.55054 -0.44059  0.00
H34 3.38299 4.71669 1.54510  0.00
H35 2.72148 3.91193 2.96020  0.00
H36 2.02806 5.44147 2.42349  0.00
H37 -0.07928 3.72248 2.64984  0.00
H38 -1.99106 2.45864 2.55098  0.00
H39 -2.18458 1.21254 1.30861  0.00
H40 -2.79191 2.84437 1.02008  0.00
Se1 4.05244 0.34790 0.17051  0.01
C33 5.27436 -0.59727 -0.91271  0.00
C34 6.29686 -1.39022 -0.37072  0.00
C35 7.15518 -2.08433 -1.20178  0.00
N8 7.10116 -2.06445 -2.53310  0.00
C36 6.14401 -1.29568 -3.05293  0.00
C37 5.23786 -0.56129 -2.31208  0.00
H41 6.40911 -1.46022 0.70436  0.00
H42 7.93930 -2.69802 -0.76681  0.00
H43 6.09619 -1.26332 -4.13748  0.00
H44 4.50112 0.04588 -2.81934  0.00